The following is a DFT calculation (ωB97M-V/def2-TZVPD) of a 2-piece molecular cluster, C2HF5N4 overall at a distorted geometry.

Last column: natural (NBO) charge in e.
Cartesian coordinates (Å):
C: -2.4963 1.2321 -0.9601  0.467
C: 1.1147 0.0279 0.5615  0.667
N: -1.8038 2.0679 -0.4409  -0.053
N: 2.0997 -0.3028 -0.3594  -0.266
N: 0.4895 1.1213 0.7032  -0.133
N: -3.1487 0.6423 -1.7906  -0.079
F: 2.5502 0.8485 -1.0593  -0.214
F: -2.0532 2.8852 0.6299  -0.165
F: 0.7547 2.1608 -0.1330  -0.200
F: -3.2066 -0.6773 -2.1522  -0.172
F: 0.9694 -0.8831 1.4746  -0.267
H: 3.0213 -0.9102 -0.1769  0.416

Values from the calculation:
HOMO energy in eV: -10.3
Molecular weight in Da: 176.05
Gap between HOMO and LUMO in eV: 10.3
DFT total energy in eV: -21626.056
Lowest unoccupied orbital energy in hartree: -0.001
SMILES: F/N=C(/F)NF.FN=C=NF

=====

The following is a DFT calculation (ωB97M-V/def2-TZVPD) of C2HFHgO2 as an isolated structure at a distorted geometry.

Last column: Löwdin spin population.
Cartesian coordinates (Å):
H: 1.1491 -2.4303 0.2168  -0.002
C: -1.2633 0.1084 -0.1867  0.249
C: -0.1689 0.9762 -0.1544  0.245
O: 0.9915 0.5977 0.0168  0.208
O: -2.2124 -0.5133 -0.0285  0.229
F: -0.5056 2.2479 -0.1767  0.063
Hg: 2.0096 -0.9864 0.3128  0.008

Values from the calculation:
HOMO energy (alpha / beta) in eV: -14.3 / -15.7
Spin multiplicity: 2
Molecular weight in Da: 276.62
Gap between HOMO and LUMO (alpha / beta) in eV: 8.3 / 9.0
DFT total energy in eV: -13065.183
Lowest unoccupied orbital energy (alpha / beta) in hartree: -0.220 / -0.247
Energy relative to the best compared isomer or geometry (same formula, charge and spin) in kcal per mole: 39.0
Charge: +1

=====

The following is a DFT calculation (ωB97M-V/def2-TZVPD) of one molecule with the formula C2HFN2O2 at a distorted geometry.

Last column: natural (NBO) charge in e.
Cartesian coordinates (Å):
C: -0.3385 -0.6058 0.0293  0.767
C: 2.1127 0.2772 -0.1060  0.845
N: 1.1806 -0.4354 -0.5078  -0.607
N: -1.6412 0.3333 0.3893  -0.208
O: -0.5087 -1.6751 0.4532  -0.488
O: 3.2078 0.6439 -0.1502  -0.448
F: -1.6820 1.6503 0.0250  -0.219
H: -2.3308 -0.1885 -0.1329  0.358

Values from the calculation:
HOMO energy in eV: -11.1
Molecular weight in Da: 104.04
Gap between HOMO and LUMO in eV: 11.0
DFT total energy in eV: -11878.471
Lowest unoccupied orbital energy in hartree: -0.002
Energy relative to the best compared isomer or geometry (same formula, charge and spin) in kcal per mole: 96.1
SMILES: O=C=NC(=O)NF

=====

The following is a DFT calculation (ωB97M-V/def2-TZVPD) of a 2-piece molecular cluster, C2HFS overall at a distorted geometry.

Last column: natural (NBO) charge in e.
Cartesian coordinates (Å):
C: -0.5294 -1.3788 0.2849  -0.455
C: -1.0517 -2.4561 0.3027  0.209
F: 0.2712 2.9371 -0.8976  -0.455
S: 0.8845 1.7513 0.0865  0.465
H: 0.4254 -0.8535 0.2235  0.236

Values from the calculation:
HOMO energy (alpha / beta) in eV: -10.0 / -10.4
Molecular weight in Da: 76.09
Gap between HOMO and LUMO (alpha / beta) in eV: 7.2 / 7.3
DFT total energy in eV: -15634.871
Lowest unoccupied orbital energy (alpha / beta) in hartree: -0.103 / -0.115
Energy relative to the best compared isomer or geometry (same formula, charge and spin) in kcal per mole: 0.0